Formula: C47H84MnN11O
Source: the Open Molecules 2025 dataset
Level of theory: ωB97M-V with the def2-TZVPD basis set

```
144
Properties=species:S:1:pos:R:3:forces:R:3
H 25.771 -11.676 9.829 0.3 -0.4 0.7
C 27.047 -9.937 3.076 0.2 -0.3 -0.1
C 25.341 -7.714 3.935 -0.5 -0.3 0.1
H 26.027 -14.392 7.562 0.3 0.3 0.1
C 20.224 -13.769 5.260 0.1 -0.4 0.6
C 21.383 -13.010 4.613 0.5 0.0 -0.2
O 25.685 -9.653 10.005 -1.8 1.6 1.5
H 25.037 -14.759 14.800 -0.1 -0.2 -0.2
H 26.961 -8.243 5.296 -0.1 0.1 0.0
C 22.001 -9.093 8.878 -0.9 -0.3 -0.2
H 22.119 -12.442 9.752 0.0 -0.2 -0.2
N 28.546 -18.049 6.721 -3.5 1.4 0.3
N 23.058 -14.931 7.935 -0.8 1.3 2.1
N 27.375 -12.220 14.822 -1.2 0.2 -0.6
H 20.671 -13.478 11.685 0.7 0.6 0.0
C 20.517 -6.595 5.196 0.5 -0.8 0.0
C 26.013 -8.645 4.938 -0.1 0.1 -0.4
C 29.593 -12.457 6.444 0.0 -0.8 0.0
C 22.625 -12.810 5.453 0.2 0.2 0.4
H 28.827 -5.864 9.333 -0.1 0.0 -0.2
H 27.949 -9.714 11.792 -0.2 0.3 -0.2
H 29.384 -13.291 8.333 -0.1 -0.2 0.0
H 20.165 -13.899 10.113 -0.2 -0.3 -0.1
H 20.057 -15.776 11.485 0.4 -0.4 0.7
C 26.331 -12.111 14.332 -0.3 0.2 0.0
C 28.845 -6.078 6.611 -0.3 1.3 0.0
C 27.198 -10.842 8.544 0.1 0.5 -0.3
C 25.750 -15.952 6.138 -1.1 0.1 -0.2
H 25.437 -10.645 4.141 -0.3 0.2 0.1
H 25.922 -16.154 5.081 0.8 -0.4 0.1
C 26.312 -10.026 4.343 0.3 0.0 0.0
N 19.364 -12.736 7.498 -0.2 0.6 1.3
H 22.101 -9.130 4.122 -0.2 0.0 -0.1
H 22.920 -12.686 13.877 0.1 -0.3 -0.5
H 29.610 -15.149 6.185 0.2 0.0 -0.2
H 18.880 -9.804 10.715 0.0 -0.3 -0.4
H 22.319 -12.293 6.363 0.3 -0.2 0.5
H 27.924 -13.502 12.672 0.2 -0.1 -0.1
C 24.960 -11.969 13.726 -0.6 -0.4 0.4
H 30.932 -16.270 6.583 -0.2 0.0 0.2
H 19.798 -8.357 10.388 -0.1 0.3 0.2
H 25.889 -13.956 5.825 0.5 0.8 0.3
H 18.083 -8.434 9.929 0.1 0.0 0.2
H 19.346 -8.493 7.936 0.4 0.2 0.0
H 24.519 -10.225 7.565 -0.1 -0.1 -0.3
H 30.743 -7.139 8.286 0.2 0.0 0.3
H 27.831 -9.471 14.763 -0.1 0.0 0.6
H 23.781 -12.851 15.345 0.1 0.1 0.1
H 29.239 -10.486 12.660 0.1 0.0 -0.1
H 29.138 -15.025 9.827 0.2 -0.4 0.3
H 20.489 -14.790 5.533 0.4 -0.1 -0.1
C 22.240 -13.482 10.054 0.3 -1.2 0.3
C 19.012 -9.000 9.991 0.6 0.0 -0.7
H 29.543 -6.956 10.457 0.1 -0.3 0.0
C 24.631 -11.048 8.271 0.4 0.7 0.2
H 20.948 -10.937 8.938 0.1 0.0 -0.1
C 29.754 -7.591 8.363 0.7 0.5 0.9
H 21.710 -13.549 3.724 -0.5 0.2 -0.3
H 28.977 -7.504 12.814 0.1 0.2 0.2
C 27.428 -14.040 10.612 0.8 -0.4 0.0
H 26.921 -10.575 5.062 0.2 -0.2 -0.1
H 29.844 -8.593 13.910 0.1 0.2 -0.1
H 24.670 -12.014 7.769 0.3 0.1 -0.2
N 27.610 -9.927 2.073 -0.2 0.2 0.2
H 31.866 -14.043 6.684 0.2 0.4 0.2
H 19.723 -7.059 5.781 -0.1 0.1 0.2
C 28.984 -6.926 9.521 0.1 0.2 -0.5
H 28.235 -8.028 6.916 0.0 -0.1 -0.2
H 25.505 -17.925 7.045 -0.5 0.2 0.3
H 18.734 -10.058 8.076 0.2 -0.5 0.3
H 25.359 -8.789 5.798 0.0 0.0 0.2
C 21.089 -15.498 11.274 0.2 0.6 -1.1
H 29.832 -7.741 6.192 0.1 -0.6 0.2
N 25.492 -8.608 13.042 0.2 0.3 -0.5
H 27.494 -12.140 11.672 -0.2 0.1 0.1
H 24.983 -12.065 12.641 0.6 -0.3 -0.1
H 28.009 -7.391 9.667 -0.1 -0.1 0.1
H 23.739 -11.065 8.898 -0.1 0.0 0.1
C 28.934 -9.535 12.222 -0.3 -0.8 0.5
H 29.707 -15.775 7.801 0.0 -0.5 -0.1
C 26.507 -8.538 13.591 -0.9 0.3 -0.2
C 30.317 -15.451 6.958 0.1 0.3 0.9
H 19.370 -13.917 4.598 -0.1 0.5 0.0
C 29.150 -7.441 6.988 -0.5 -0.4 -0.4
H 23.309 -12.122 4.955 0.0 0.0 -0.2
H 26.122 -16.614 8.128 -0.2 -0.2 0.1
H 21.443 -16.163 10.486 -0.1 0.0 -0.3
H 24.379 -8.168 3.697 -0.1 0.0 -0.3
C 28.267 -15.319 10.412 -0.7 0.4 0.0
C 21.811 -8.921 5.151 0.0 0.5 -0.5
C 20.006 -6.568 3.796 0.4 -0.1 -1.0
C 30.195 -13.079 7.636 0.3 1.5 0.4
C 28.046 -13.080 11.674 -0.7 0.2 -0.5
H 27.358 -9.946 7.943 -0.1 0.0 -0.3
H 20.820 -9.351 5.303 -0.2 0.1 0.0
H 27.687 -16.040 9.836 0.1 0.0 -0.1
C 26.121 -17.029 7.120 1.1 -1.3 -0.7
H 25.906 -7.621 3.008 0.0 0.1 0.1
C 19.769 -13.186 6.534 0.2 -0.4 -1.6
H 31.654 -14.448 8.402 -0.1 0.0 0.0
C 22.691 -14.318 8.861 0.0 -0.2 -0.7
H 28.030 -10.850 9.247 -0.2 0.0 0.4
H 27.338 -13.614 9.612 0.1 0.6 0.1
C 26.359 -14.622 6.549 -0.9 -0.6 -1.2
H 23.210 -13.703 5.671 -0.3 -0.1 0.2
H 24.773 -14.638 13.028 0.3 0.4 0.0
H 25.092 -6.728 4.327 0.4 0.0 0.1
C 24.343 -14.461 14.013 -1.1 0.8 -0.1
H 23.065 -13.533 10.765 0.4 0.2 -0.1
C 28.939 -8.471 13.315 0.9 0.8 -1.0
N 29.066 -11.968 5.549 0.0 0.1 0.0
H 20.648 -5.568 5.538 -0.1 0.0 0.0
H 29.911 -8.639 8.618 -0.1 -0.1 -0.3
C 23.894 -12.982 14.268 1.4 -0.4 0.1
C 25.835 -10.784 9.205 -0.7 -1.1 0.2
H 28.540 -15.807 11.348 0.2 0.1 0.0
H 27.316 -11.732 7.926 -0.2 0.1 -0.2
H 21.046 -10.155 7.334 0.3 -0.2 0.1
C 19.444 -9.385 8.555 0.0 0.1 0.4
C 29.443 -12.691 11.483 1.2 -0.7 -0.6
N 19.656 -6.547 2.688 0.4 -0.1 1.7
C 21.853 -7.400 5.463 -0.3 -0.3 -0.5
H 21.838 -15.604 12.059 -0.5 -0.1 0.5
N 30.567 -12.493 11.285 -1.2 0.0 0.2
H 21.097 -11.986 4.373 -0.5 -0.2 -0.5
H 24.661 -15.904 6.124 -0.1 0.3 0.5
H 23.455 -15.092 13.998 0.1 -0.2 0.5
H 22.512 -9.477 5.772 0.1 0.1 0.1
C 20.995 -14.035 10.805 -0.3 -0.4 -1.0
H 22.670 -6.919 4.926 -0.1 -0.1 -0.3
H 22.183 -7.337 6.500 -0.6 0.5 0.3
H 30.745 -12.248 8.076 0.1 0.1 0.4
C 27.792 -8.487 14.295 -0.8 -1.1 -0.3
Mn 24.196 -8.576 11.093 2.7 -1.6 -1.8
N 28.661 -4.984 6.300 0.0 -0.6 0.2
H 26.396 -14.256 10.888 0.0 -0.1 0.4
C 31.134 -14.248 7.465 -0.5 -0.8 -1.5
H 27.786 -7.695 15.045 0.0 0.0 -0.1
H 27.435 -14.687 6.391 0.0 0.5 0.4
C 27.464 -17.596 6.855 3.5 -1.0 0.1
N 22.845 -8.394 9.247 -0.3 -0.4 1.0
H 24.547 -10.968 13.846 0.5 0.2 0.5
H 29.616 -9.320 11.399 0.0 0.2 0.2
C 20.884 -9.992 8.399 -0.3 1.1 0.2
```
Positions in Å, forces in eV/Å.

Properties
net charge: +1
⟨S²⟩: 8.76
total energy: -99850.7936 eV
HOMO-LUMO gap (spin up / spin down): 7.60 / 6.89 eV
multiplicity: 6

---

Formula: C18H54O15
Source: the Open Molecules 2025 dataset
Level of theory: ωB97M-V with the def2-TZVPD basis set

```
87
Properties=species:S:1:pos:R:3:forces:R:3
O 4.745 4.628 2.436 0.3 -0.7 0.6
O 2.040 -1.713 -1.571 0.5 -0.2 0.2
C -1.479 -2.004 -2.539 0.7 -0.6 0.3
C -0.189 -0.226 2.061 1.0 -0.4 0.0
H -5.823 -2.100 -0.162 0.0 0.1 0.6
O 3.853 0.212 -1.005 0.3 0.2 -0.4
H 2.480 -3.783 2.501 0.1 -0.2 0.0
C -1.792 -2.131 4.742 -0.4 0.5 -0.7
O 0.760 3.041 -0.675 0.0 0.0 -0.1
H 1.195 -0.143 0.368 0.2 -0.5 0.2
H 3.719 0.830 -3.019 0.4 -0.2 0.2
O 3.625 -3.781 -0.680 -0.3 -0.7 -0.2
H -0.339 5.331 -1.240 0.1 -0.6 0.1
O -3.035 -4.196 4.596 -0.6 0.4 0.0
H 1.193 5.887 -0.579 0.1 0.0 -0.1
H -2.226 1.289 -0.952 0.0 -0.1 0.2
H 2.435 3.887 -1.458 0.0 0.7 0.3
C 5.195 4.023 1.243 -0.2 0.6 -1.5
H 0.113 0.756 2.428 -0.1 0.1 -0.3
O -5.439 -0.118 -0.491 -0.4 0.0 0.5
H -2.578 3.033 0.459 0.0 -0.7 0.1
H -1.248 -0.338 2.275 0.0 -0.3 -0.1
C 0.145 -0.346 0.580 -0.9 2.3 -0.3
C 0.739 5.351 -1.423 0.2 0.6 -0.3
H -5.142 -1.139 1.993 0.1 0.0 0.2
H 4.962 2.028 2.011 -0.1 0.1 0.1
H 3.348 -4.549 -1.193 0.0 0.2 -0.1
H -1.020 -4.071 4.350 0.0 0.1 0.1
H 6.270 4.100 1.040 0.2 0.0 0.7
H -5.289 3.385 -0.929 0.1 -0.3 -0.2
C -4.656 3.174 -0.067 0.1 1.1 0.2
O -0.698 -3.165 -2.215 -0.2 0.0 0.1
O -3.126 1.641 -1.047 0.3 0.0 0.0
H 0.281 6.745 -2.692 0.1 0.1 -0.1
H -2.798 3.729 -1.059 -0.3 -0.2 -0.6
C -3.194 2.915 -0.440 -0.7 0.3 0.7
H -1.082 -2.100 -4.669 0.2 0.6 0.2
O -2.737 -0.891 -4.213 0.4 -0.2 -0.2
H -3.632 -1.183 -4.399 0.0 0.1 0.0
C 4.776 2.585 1.083 -0.4 -0.4 0.3
H -0.865 -1.117 -2.356 -0.2 0.2 -0.1
H -1.766 -2.205 5.826 0.0 0.0 0.0
H 0.846 -3.820 0.257 -0.2 -0.2 0.1
H 0.030 1.410 -0.462 0.2 0.0 0.0
H 3.478 -0.564 -0.563 0.0 0.1 -0.2
H 2.601 -2.469 -1.306 0.1 0.2 0.0
C -3.846 -1.578 0.650 0.8 -0.3 0.6
H -4.582 -1.814 -1.299 0.0 0.2 0.0
H 4.749 4.585 0.413 0.0 -0.2 -0.2
O 1.197 -4.311 1.015 0.0 0.8 -0.4
H -2.320 -1.955 -1.851 -0.1 -0.1 -0.1
O 0.948 6.054 -2.657 0.1 0.0 0.4
H 4.472 5.530 2.272 0.0 0.1 -0.2
O -4.286 -1.582 2.010 0.0 -0.1 -0.4
H 3.194 1.685 0.352 0.3 -0.1 -0.1
H 2.307 1.053 -2.022 -0.2 -0.2 -0.2
H -1.856 -3.434 2.998 -0.6 0.2 0.0
C 3.123 0.353 -2.241 -0.1 0.4 1.2
C 2.620 -0.992 -2.671 -1.8 -0.7 -0.5
O 3.393 2.545 0.741 -0.5 0.2 0.2
H -3.252 -2.471 0.407 -0.6 -0.5 0.5
H -3.042 -0.830 0.558 -0.6 0.5 -0.4
O -0.566 0.782 -0.033 -0.3 -0.6 -0.3
C -1.921 -3.488 4.093 1.5 -0.7 0.2
H 1.243 3.081 0.161 0.1 0.1 0.0
H 0.219 -2.944 -2.401 0.1 0.1 0.1
C 2.376 -3.649 1.423 1.1 -0.1 -0.1
H -4.679 0.474 -0.609 0.1 -0.1 -0.2
H 3.326 -1.604 -3.234 0.3 0.1 0.3
H -4.704 4.085 0.543 0.1 0.0 -0.1
H 1.226 3.642 -2.615 -0.6 -0.1 0.1
H -0.193 -1.219 0.028 0.1 -0.4 0.5
H 4.531 -3.802 1.131 -0.2 0.2 0.1
C -4.970 -1.440 -0.333 0.7 0.2 -1.6
H -2.473 -2.951 -4.286 -0.2 -0.1 0.7
C 3.604 -4.188 0.693 0.4 -0.1 0.9
H 5.323 2.060 0.295 0.3 0.4 0.0
H 1.725 -0.875 -3.293 0.5 0.4 -0.5
H -2.589 -1.463 4.403 -0.3 -0.2 0.3
H -5.145 2.419 0.546 0.3 -0.4 -0.2
H 2.455 -2.566 1.250 -0.9 0.0 -0.1
C 1.350 3.974 -1.581 0.3 -0.7 -0.1
H -0.905 -1.619 4.366 0.3 -0.3 0.2
H -2.914 -5.135 4.454 0.1 0.0 -0.1
H 3.675 -5.272 0.817 -0.2 0.0 -0.4
C -1.931 -2.052 -3.975 -0.5 0.2 -0.8
H 0.437 -0.916 2.636 -0.4 -0.3 0.1
```
Positions in Å, forces in eV/Å.

Properties
total energy: -50250.0830 eV
HOMO-LUMO gap: 9.74 eV
SMILES: OCCO.OCCO.OCCO.OCCO.OCCO.OCCO.CCO.CCO.CCO

---

Formula: C21H17IrN5S2
Source: the Open Molecules 2025 dataset
Level of theory: ωB97M-V with the def2-TZVPD basis set

```
46
Properties=species:S:1:pos:R:3:forces:R:3
H -1.057 1.293 2.828 0.2 0.0 -0.1
H 0.360 -3.185 -3.867 0.0 0.0 0.1
H -0.341 -4.583 1.196 0.1 0.0 0.1
C -0.893 4.926 -0.102 -0.1 0.0 0.0
C 1.482 4.172 1.069 -0.1 -0.5 -0.1
H 5.524 -1.044 2.770 0.1 0.0 0.1
N -0.105 -2.361 -1.535 0.3 -1.8 -0.7
H -0.649 -4.278 -0.524 0.0 -0.1 0.1
C -0.937 -4.011 0.488 -0.3 0.0 -0.1
H -1.225 2.835 -0.503 -0.1 0.0 -0.1
C 2.240 -0.503 0.811 -1.6 0.9 0.1
C -0.576 3.586 -0.076 0.2 -0.1 0.1
C 2.889 0.586 1.435 0.1 -0.5 -0.1
H -1.819 5.246 -0.556 -0.1 0.0 0.0
C 2.254 1.869 1.266 -0.1 0.4 -0.1
H -1.980 -4.285 0.643 -0.1 -0.1 0.0
C -1.621 -1.748 4.193 0.0 1.0 0.3
C -1.148 0.218 2.912 -0.1 0.4 0.7
C 1.156 5.518 1.038 -0.1 0.1 0.0
C 3.996 -1.950 1.581 -0.1 0.2 -0.1
N -0.258 -1.779 -0.358 -1.1 -1.5 2.8
H -1.580 0.255 5.013 0.0 0.1 0.0
C -0.749 -2.549 0.673 1.5 0.6 -4.4
C -1.456 -0.357 4.136 -0.3 -0.7 -0.2
H 0.730 -1.623 -4.529 0.0 0.0 0.0
S 0.325 0.124 -2.442 0.9 0.3 1.6
C -1.460 -2.492 3.055 0.4 0.1 -1.6
Ir 0.377 0.057 0.072 -1.0 -0.3 -1.6
H -0.315 6.927 0.418 0.0 0.0 0.0
H 2.365 -2.601 0.363 -0.1 -0.1 0.0
H 4.433 -2.935 1.635 0.0 -0.1 0.0
C 0.626 3.199 0.517 -0.3 1.1 0.0
H 1.818 6.255 1.466 0.0 0.1 0.0
N 1.092 1.921 0.643 0.9 -0.8 0.4
C 0.244 -1.628 -2.553 0.0 0.9 0.4
H 4.559 1.230 2.607 0.1 0.0 0.1
C -0.039 5.882 0.449 0.1 0.1 0.1
C 4.075 0.388 2.137 -0.2 -0.1 -0.2
N 0.509 -2.198 -3.736 -0.2 0.1 0.3
H -1.581 -3.563 3.059 0.0 -0.1 0.0
N -0.949 -0.484 1.811 1.7 -1.2 -0.5
H -1.882 -2.225 5.127 0.0 0.0 0.0
S 2.891 3.404 1.749 -0.3 -0.3 -0.2
C 2.814 -1.760 0.873 -0.2 -0.1 -0.2
C -1.073 -1.857 1.843 -0.4 1.7 2.9
C 4.615 -0.884 2.215 0.1 0.1 0.1
```
Positions in Å, forces in eV/Å.

Properties
net charge: +1
total energy: -54008.4312 eV
HOMO-LUMO gap: 6.37 eV

---

Formula: C3H8N4O
Source: the Open Molecules 2025 dataset
Level of theory: ωB97M-V with the def2-TZVPD basis set

```
16
Properties=species:S:1:pos:R:3:forces:R:3
H -4.456 0.424 -0.565 4.1 0.4 2.0
H -2.845 1.359 -0.731 -1.7 -3.0 2.2
C 2.874 0.413 0.145 0.6 6.9 -0.4
N -3.422 0.612 -0.024 -0.6 0.1 -3.0
N 0.629 -0.177 0.225 0.6 3.8 -1.3
H 1.058 1.976 -0.512 1.3 -3.7 2.1
N -2.761 -0.747 0.105 -6.9 1.8 -1.1
H 3.210 1.446 -0.382 0.8 -2.5 -0.8
O 3.266 -0.791 -0.253 -0.9 -2.8 -1.1
H 2.449 -1.348 -0.461 1.5 1.2 0.4
C -1.564 -0.815 0.070 4.7 2.2 -0.7
H 3.358 0.810 1.029 -0.3 -0.9 1.3
N -0.678 0.299 -0.044 0.7 -6.4 -2.8
H -1.020 -1.718 -0.087 0.0 -0.9 0.6
H -0.868 1.029 0.478 -1.5 4.5 3.2
C 1.459 0.808 0.022 -2.5 -0.5 -0.5
```
Positions in Å, forces in eV/Å.

Properties
total energy: -11242.4674 eV
HOMO-LUMO gap: 9.52 eV

---

The calculation returns the following energy relative to the best compared isomer or geometry (same formula, charge and spin) values, one per record and in order: 61.1 29.2 36.7 165.0 kcal/mol.